2 unconnected molecules or ions with the total composition C2H9N3. Source: OMol25; level of theory: ωB97M-V/def2-TZVPD.

Positions of all 14 atoms, in Å:
N -3.23 -0.59 -0.93
N 4.87 -0.70 1.53
N -0.96 0.30 -0.69
C 3.85 0.04 1.65
C -2.38 0.54 -0.53
H -3.09 -0.79 -1.91
H 5.08 -0.84 0.54
H -4.21 -0.35 -0.79
H -2.57 0.74 0.52
H -0.80 -0.04 -1.65
H 3.32 0.47 0.80
H -2.65 1.47 -1.04
H -0.74 -0.53 -0.13
H 3.50 0.28 2.64

2S+1 = 2
energy = -6687.8070 eV
charge = -1
frontier orbital gap (alpha / beta) = 2.6 / 10.1 eV

natural (NBO) atomic charges, in units of e: number 1, N, carries -0.92; number 2, N, carries -0.64; number 3, N, carries -1.01; number 4, C, carries -0.22; number 5, C, carries -0.39; number 6, H, carries 0.33; number 7, H, carries 0.32; number 8, H, carries 0.33; number 9, H, carries 0.16; number 10, H, carries 0.31; number 11, H, carries 0.13; number 12, H, carries 0.13; number 13, H, carries 0.33; number 14, H, carries 0.14